(1)
Molecular formula: C18H21N2O5
Method: DFT, wB97M-V/def2-TZVPD

XYZ file:
```
46
C18H21N2O5, DFT wB97M-V/def2-TZVPD
C 3.22 4.16 2.81
C 3.08 2.70 2.37
C 2.07 1.95 3.22
C 1.90 0.50 2.76
C 1.00 -0.32 3.67
C -0.42 0.24 3.79
C -1.00 0.54 2.41
O -1.28 1.70 2.11
C -1.20 -0.59 1.52
C -1.52 -1.88 2.02
O -1.64 -2.26 3.18
N -1.78 -2.84 1.02
C -1.81 -2.68 -0.33
O -2.14 -3.59 -1.08
N -1.45 -1.43 -0.76
C -1.44 -1.18 -2.15
C -0.74 -2.01 -3.01
C -0.74 -1.78 -4.37
C -1.43 -0.69 -4.89
O -1.50 -0.37 -6.23
C -0.82 -1.19 -7.14
C -2.12 0.15 -4.03
C -2.13 -0.09 -2.67
C -1.08 -0.35 0.12
O -0.64 0.66 -0.41
H 3.55 4.21 3.84
H 3.95 4.68 2.19
H 2.26 4.67 2.72
H 4.06 2.21 2.43
H 2.76 2.67 1.33
H 2.38 1.97 4.27
H 1.10 2.45 3.14
H 2.89 0.02 2.71
H 1.48 0.51 1.75
H 0.93 -1.34 3.28
H 1.44 -0.38 4.67
H -0.42 1.17 4.37
H -1.06 -0.49 4.28
H -2.05 -3.76 1.37
H -0.20 -2.86 -2.61
H -0.20 -2.46 -5.02
H -1.01 -0.76 -8.13
H 0.26 -1.21 -6.95
H -1.20 -2.22 -7.12
H -2.64 1.00 -4.44
H -2.66 0.57 -2.00
```

total energy: -1184.3680 Ha
net charge: -1
LUMO energy: 0.0986 Ha
frontier orbital gap: 7.5 eV
structure (SMILES): CCCCCCC(=O)c1c([O-])[nH]c(=O)n(-c2ccc(OC)cc2)c1=O

***

(2)
Molecular formula: C18H21N3O2S
Method: DFT, wB97M-V/def2-TZVPD

XYZ file:
```
45
C18H21N3O2S, DFT wB97M-V/def2-TZVPD
C 5.34 4.02 -3.78
C 4.65 3.18 -2.75
C 3.53 2.42 -3.07
C 2.91 1.63 -2.12
C 3.39 1.58 -0.82
C 2.71 0.74 0.17
C 2.80 0.95 1.56
C 2.12 0.10 2.39
C 1.37 -0.92 1.77
S 0.46 -2.05 2.75
C -0.31 -3.07 1.48
C -1.47 -2.44 0.70
O -1.93 -3.02 -0.26
N -1.89 -1.25 1.14
C -3.09 -0.64 0.62
C -4.29 -0.88 1.56
C -5.62 -0.62 0.84
C -5.91 -1.98 0.20
C -5.01 -2.96 0.97
O -4.36 -2.22 1.99
N 1.30 -1.05 0.46
N 1.96 -0.25 -0.32
C 4.52 2.32 -0.49
C 5.14 3.11 -1.45
H 4.63 4.35 -4.54
H 6.12 3.44 -4.27
H 5.80 4.89 -3.32
H 3.14 2.45 -4.08
H 2.04 1.04 -2.38
H 3.38 1.77 1.96
H 2.14 0.19 3.46
H -0.69 -3.96 1.99
H 0.46 -3.37 0.77
H -1.55 -0.91 2.03
H -2.93 0.43 0.48
H -3.28 -1.12 -0.35
H -4.16 -0.27 2.47
H -6.39 -0.37 1.58
H -5.54 0.19 0.12
H -5.65 -1.98 -0.86
H -6.97 -2.24 0.29
H -5.58 -3.75 1.47
H -4.27 -3.42 0.31
H 4.94 2.28 0.50
H 6.02 3.68 -1.18
```

total energy: -1411.4357 Ha
net charge: 0
LUMO energy: 0.0117 Ha
frontier orbital gap: 8.7 eV
structure (SMILES): Cc1ccc(-c2ccc(SCC(=O)NC[C@H]3CCCO3)nn2)cc1

***

(3)
Molecular formula: C18H21N3O3
Method: DFT, wB97M-V/def2-TZVPD

XYZ file:
```
45
C18H21N3O3, DFT wB97M-V/def2-TZVPD
C 2.91 0.48 0.91
H 3.74 0.86 1.53
H 2.16 -0.06 1.49
H 2.37 1.50 0.70
C 3.47 0.03 -0.37
C 2.18 -0.63 -1.14
C 1.30 0.23 -1.48
C -0.03 0.16 -2.26
C -0.31 -1.21 -2.52
C 0.60 -2.23 -2.03
C 1.68 -1.98 -1.63
H 2.47 -2.65 -1.36
H 0.48 -3.14 -2.19
O -1.59 -1.78 -3.03
C -2.50 -0.69 -3.31
C -2.97 -0.19 -2.02
O -3.57 0.98 -1.94
N -2.74 -0.77 -0.83
N -3.19 0.03 0.31
C -2.16 -0.32 1.34
O -1.21 -0.95 1.22
C -2.38 0.47 2.44
C -3.72 1.07 2.83
C -3.75 1.75 4.01
C -2.70 2.42 4.54
N -1.48 1.80 4.44
C -1.18 1.06 3.47
H -0.45 0.66 2.99
H -2.56 2.72 5.65
H -4.71 2.28 4.41
H -4.61 0.91 2.24
H -3.55 0.92 0.15
H -2.18 -1.47 -0.76
H -2.10 -0.02 -3.95
H -3.28 -1.39 -3.67
H -0.89 0.78 -2.55
H 1.34 1.59 -1.42
C 4.22 -1.60 -0.02
H 4.55 -1.90 -1.03
H 3.72 -2.19 0.43
H 5.13 -1.10 0.57
C 4.18 0.52 -1.40
H 4.52 0.26 -2.30
H 3.71 1.68 -1.51
H 5.10 1.13 -0.97
```

total energy: -1087.8817 Ha
net charge: 0
LUMO energy: -0.0330 Ha
frontier orbital gap: 7.8 eV

***

(4)
Molecular formula: C18H21N3O5
Method: DFT, wB97M-V/def2-TZVPD

XYZ file:
```
47
C18H21N3O5, DFT wB97M-V/def2-TZVPD
O 3.85 1.23 1.03
C 2.68 0.89 1.12
O 1.66 1.78 1.09
C 2.37 -0.55 1.26
C 1.05 -0.99 1.44
C 0.75 -2.35 1.55
C 1.78 -3.29 1.50
C 3.12 -2.89 1.35
C 4.21 -3.88 1.30
C 4.04 -5.14 0.72
C 5.11 -6.04 0.67
N 6.32 -5.76 1.17
C 6.50 -4.55 1.74
C 5.48 -3.60 1.82
C 3.39 -1.52 1.23
H 2.10 2.64 1.01
H 0.23 -0.27 1.48
H -0.28 -2.67 1.68
H 1.53 -4.34 1.61
H 3.10 -5.43 0.28
H 4.95 -7.01 0.21
H 7.48 -4.31 2.15
H 5.70 -2.65 2.30
H 4.42 -1.19 1.09
C -3.57 5.81 -1.55
N -3.38 4.36 -1.53
C -3.62 3.59 -0.46
O -4.03 4.05 0.60
C -3.38 2.07 -0.57
C -2.24 1.67 0.38
O -2.09 0.26 0.39
N -3.07 1.62 -1.94
C -3.93 1.41 -2.93
C -5.42 1.55 -2.69
O -3.52 1.13 -4.05
H -4.62 6.05 -1.37
H -2.96 6.28 -0.77
H -3.27 6.21 -2.52
H -3.06 3.91 -2.37
H -4.28 1.58 -0.22
H -1.31 2.14 0.06
H -2.48 2.00 1.39
H -1.89 -0.04 -0.50
H -2.10 1.51 -2.20
H -5.95 1.34 -3.61
H -5.65 2.56 -2.35
H -5.73 0.83 -1.93
```

total energy: -1239.0341 Ha
net charge: 0
LUMO energy: 0.0004 Ha
frontier orbital gap: 9.3 eV
structure (SMILES): O=C(O)c1cccc(-c2ccncc2)c1.CNC(=O)[C@H](CO)NC(C)=O

***

(5)
Molecular formula: C18H21N3O5S
Method: DFT, wB97M-V/def2-TZVPD

XYZ file:
```
48
C18H21N3O5S, DFT wB97M-V/def2-TZVPD
C -6.81 -0.87 0.47
O -6.25 0.20 -0.25
C -4.92 0.46 -0.11
C -4.44 1.56 -0.82
C -3.11 1.91 -0.75
C -2.22 1.17 0.03
C -0.79 1.50 0.09
N -0.22 2.22 -0.90
N -0.17 1.07 1.14
O 1.22 1.38 1.11
C 2.02 0.64 1.86
O 1.71 -0.22 2.63
C 3.46 1.04 1.52
N 3.96 0.12 0.52
C 5.41 0.06 0.43
S 3.14 0.15 -0.96
O 2.64 1.47 -1.25
O 4.00 -0.45 -1.94
C 1.76 -0.95 -0.69
C 0.64 -0.78 -1.48
C -0.47 -1.58 -1.28
C -0.46 -2.56 -0.29
C -1.67 -3.41 -0.04
C 0.69 -2.74 0.47
C 1.81 -1.94 0.27
C -2.71 0.09 0.74
C -4.04 -0.27 0.68
H -6.37 -1.83 0.18
H -6.69 -0.73 1.55
H -7.87 -0.87 0.22
H -5.14 2.13 -1.41
H -2.77 2.79 -1.29
H -0.71 2.33 -1.76
H 0.79 2.24 -0.94
H 4.07 0.93 2.42
H 3.48 2.07 1.16
H 5.65 -0.52 -0.46
H 5.80 -0.45 1.31
H 5.86 1.05 0.34
H 0.65 -0.01 -2.24
H -1.36 -1.44 -1.88
H -2.56 -2.95 -0.46
H -1.81 -3.58 1.02
H -1.53 -4.39 -0.52
H 0.72 -3.50 1.23
H 2.70 -2.07 0.86
H -2.02 -0.47 1.35
H -4.38 -1.12 1.25
```

total energy: -1637.1160 Ha
net charge: 0
LUMO energy: 0.0230 Ha
frontier orbital gap: 9.1 eV
structure (SMILES): COc1ccc(/C(N)=N/OC(=O)CN(C)S(=O)(=O)c2ccc(C)cc2)cc1

***

For reference, HOMO level by record: -4.796; -8.354; -8.731; -9.303; -8.511 eV.